Entry 1:
Here is a molecular structure, C61H45BBrClInO9 in a non-equilibrium geometry from the Open Molecules 2025 dataset. Energies are from ωB97M-V/def2-TZVPD.

HOMO-LUMO gap   4.084 eV
Largest force on an atom   3.1 eV/Å

Structure (ORCA input):
```
! RIJCOSX wB97M-V def2-TZVPD def2/J DEFGRID3
* xyz -1 1
In 10.347 0.057 -0.429
Br 9.828 2.135 1.176
Cl 5.661 1.977 -2.054
O -4.563 0.524 -4.536
O 11.945 1.357 -2.931
O -5.231 -3.010 -1.053
O -6.522 4.831 1.674
O -8.735 -6.325 1.236
O 5.650 1.373 2.689
O 5.311 2.233 7.948
O -4.028 -3.068 -8.449
O -1.797 2.598 2.767
C -7.256 -3.241 0.114
C -4.998 3.108 1.202
C -5.427 4.334 1.905
C 4.190 2.151 5.887
C -7.946 -5.566 0.687
C -6.532 -7.481 -0.039
C 14.614 0.663 -0.496
C 9.065 0.701 5.024
C -6.751 -6.098 0.001
C -2.440 4.950 4.133
C -4.513 4.958 2.883
C -4.030 6.743 4.450
C -4.465 -0.293 -5.443
C 1.831 2.649 5.654
C 8.987 0.964 6.391
C -7.475 -1.857 0.151
C -4.825 -2.609 -6.289
C -2.735 0.849 -9.179
C -5.321 -3.907 -6.118
C -5.843 2.523 0.250
C 7.786 1.401 6.950
C -4.746 -5.750 -1.309
C -4.178 -2.235 -7.563
C -3.479 1.423 -6.952
C -8.181 -4.108 0.694
C 3.154 2.128 3.699
C -4.173 0.834 -0.198
C -2.868 3.128 2.495
C -2.813 6.138 4.764
C -3.880 0.097 -6.741
C -4.540 -7.130 -1.362
C -9.340 -3.595 1.291
C 7.946 0.889 4.211
C -4.883 6.153 3.514
C -9.563 -2.216 1.314
C 7.003 1.478 -0.870
C -6.011 -3.351 -3.870
C -3.336 1.406 0.762
C -3.752 2.541 1.468
C -6.051 -3.772 -0.554
C 7.169 -0.168 -0.713
C 6.657 1.577 6.139
C -3.722 -0.845 -7.756
C 5.382 2.006 6.746
C 6.740 1.333 4.769
C -5.851 -5.233 -0.621
C -2.912 1.797 -8.172
C -5.427 -7.993 -0.720
C -8.627 -1.348 0.751
C 8.491 -0.556 -1.660
C 5.565 1.544 3.899
C -3.288 4.365 3.183
C -3.139 -0.471 -8.975
C 13.666 -0.154 -1.555
C 2.959 2.493 6.461
C -5.918 -4.274 -4.911
C -5.524 -2.054 -4.040
C -4.940 -1.679 -5.257
C -5.429 1.387 -0.447
C 1.931 2.476 4.274
C 4.284 1.953 4.509
B 12.151 0.455 -1.750
H 8.375 0.114 -2.641
H -2.359 0.966 0.955
H 9.861 0.824 7.023
H -2.606 2.829 -8.335
H 1.054 2.606 3.644
H -10.466 -1.820 1.773
H -6.823 2.952 0.047
H 6.757 1.886 0.207
H -10.073 -4.265 1.735
H -3.685 -7.530 -1.903
H 14.203 -0.065 -2.616
H 3.223 1.988 2.622
H -6.085 0.936 -1.188
H 8.034 1.888 -1.290
H -7.223 -8.161 0.455
H -6.751 -1.174 -0.290
H -6.469 -3.639 -2.926
H 14.260 1.786 -0.305
H -3.610 2.169 -6.169
H -5.832 6.630 3.276
H -1.487 4.486 4.380
H 6.185 -0.696 -1.067
H -6.309 -5.281 -4.783
H 7.731 1.600 8.020
H 7.418 -0.386 0.431
H 11.986 2.287 -2.515
H -4.317 7.673 4.935
H -2.152 6.593 5.498
H -8.797 -0.274 0.776
H -3.003 -1.204 -9.768
H 14.591 0.108 0.535
H -4.047 -5.082 -1.808
H 2.875 2.635 7.537
H 9.999 0.350 4.589
H -5.247 -4.635 -6.925
H 13.705 -1.291 -1.252
H 0.875 2.908 6.103
H -5.261 -9.068 -0.753
H 10.631 -1.338 0.700
H 8.526 -1.718 -1.917
H -5.606 -1.337 -3.225
H -2.287 1.139 -10.127
H -3.845 -0.043 -0.750
H 8.016 0.684 3.143
H 15.724 0.678 -0.930
*
```

Entry 2:
Here is 7 unconnected molecules or ions with the total composition C20H50N2O9P in a non-equilibrium geometry from the Open Molecules 2025 dataset. Energies are from ωB97M-V/def2-TZVPD.

ΔE to the lowest compared entry with this formula, charge and spin   233.1 kcal per mole
HOMO-LUMO gap   6.779 eV
Largest force on an atom   6.7 eV/Å

Structure (ORCA input):
```
! RIJCOSX wB97M-V def2-TZVPD def2/J DEFGRID3
* xyz 1 1
P 1.853 6.834 0.016
O -2.383 6.341 -2.400
O 4.321 -0.994 -5.848
O 2.634 6.739 -1.575
O 3.025 6.983 1.323
O -0.423 -0.606 3.204
O 0.886 8.111 0.126
O -2.392 -4.811 2.582
O -4.333 -7.903 3.696
O 1.432 -0.828 -1.725
N -1.484 3.720 -0.039
N 3.128 1.229 1.445
C 1.691 1.035 1.010
C -3.499 -7.507 4.775
C 0.825 5.184 0.149
C -0.144 -2.980 3.466
C 0.530 -1.623 3.478
C 4.017 0.342 -5.474
C -2.882 5.453 -4.578
C -4.768 -4.446 2.506
C -1.611 0.997 0.461
C -2.779 -8.713 5.342
C 4.075 1.424 0.283
C -0.787 5.077 -0.153
C 2.830 -2.519 -2.708
C 2.515 -1.710 -1.467
C -0.749 2.424 0.345
C 3.367 1.068 -6.633
C -3.411 -3.851 2.822
C 0.892 2.423 0.647
C 1.711 3.850 0.574
C -3.375 6.287 -3.414
H -2.174 -9.198 4.570
H 1.669 0.336 0.066
H 0.988 -1.422 4.451
H 3.466 1.774 -0.678
H 2.245 -2.362 -0.631
H 4.943 0.840 -5.169
H 3.666 -3.201 -2.527
H -0.940 -3.024 4.217
H -3.216 -2.969 2.204
H 0.578 -3.776 3.672
H 3.342 0.311 -4.614
H 2.703 5.745 -1.758
H -2.640 4.437 -4.248
H 2.449 0.557 -6.941
H -2.779 -6.773 4.398
H 1.959 -3.104 -3.020
H -3.497 -9.459 5.700
H -1.104 0.204 -0.272
H -4.950 -5.335 3.119
H -2.728 1.113 0.105
H -1.106 -0.651 3.894
H 1.091 0.524 1.902
H 4.928 -0.956 -6.607
H -4.280 5.847 -2.983
H 1.310 -1.577 2.713
H 3.633 6.186 1.275
H -3.638 5.398 -5.366
H -3.607 7.308 -3.733
H -2.128 -8.423 6.172
H -1.965 5.878 -4.998
H 4.640 0.424 -0.023
H 0.666 -1.371 -1.979
H -5.564 -3.720 2.690
H 3.381 -1.110 -1.171
H -4.816 -4.765 1.460
H -4.117 -7.023 5.538
H -3.359 -3.554 3.874
H -1.337 6.082 -0.457
H 4.031 1.082 -7.503
H -1.505 0.649 1.578
H 3.122 2.098 -6.360
H 4.880 2.215 0.627
H 2.878 3.948 0.805
H -0.611 -3.169 2.494
H -2.519 3.714 -0.252
H 3.086 -1.859 -3.543
H -1.587 6.741 -2.790
H -4.974 -8.547 4.042
H -2.442 -5.062 1.644
H 3.215 1.969 2.175
*
```

> Among the records above, which one has the highest HOMO-LUMO gap?

C20H50N2O9P

> Which formula does entry 2 have?

C20H50N2O9P